## i
Density functional theory data (ωB97M-V/def2-TZVPD) for 2 unconnected molecules or ions with the total composition C4H11N2O.

Each line ends with the Mulliken charge.
Atoms and positions in Å:
C  -1.02  2.63  0.23  -1.0415
C  -0.61  1.19  0.45  -0.2716
C  0.04  0.79  1.57  -0.0568
N  0.73  -0.38  1.69  -0.3001
H  -0.76  3.23  1.11  0.3092
H  -0.50  3.06  -0.63  0.2167
H  -2.09  2.69  0.04  0.2498
H  -0.97  0.45  -0.25  0.2828
H  0.15  1.48  2.41  0.2343
H  0.99  -0.72  2.60  0.1664
H  0.83  -1.13  0.92  0.2467
N  -0.38  -1.85  -1.89  -0.6526
C  1.00  -1.69  -1.31  -0.5208
O  1.18  -2.26  -0.11  -0.9448
H  -0.43  -2.76  -2.34  0.2798
H  -0.98  -1.99  -1.07  0.2166
H  1.65  -2.14  -2.10  0.3445
H  1.18  -0.60  -1.32  0.2414

Computed properties:
HOMO = -3.18 eV
Net charge = -1
Spin multiplicity = 1
HOMO-LUMO gap = 7.255 eV

## ii
Density functional theory data (ωB97M-V/def2-TZVPD) for a molecular structure, C4H11N2O.

Each line ends with the Mulliken charge.
Atoms and positions in Å:
N  -1.58  1.07  1.21  -0.6285
C  -2.14  -0.25  1.06  -0.4499
C  -1.07  -1.41  1.18  -0.1003
N  -0.12  -1.50  2.05  -0.7550
C  2.35  0.15  -1.40  -1.1566
C  0.95  0.86  -1.52  0.2654
O  0.89  2.12  -1.08  -0.8600
H  -0.78  1.23  0.58  0.2512
H  -1.11  1.03  2.11  0.3266
H  -2.59  -0.46  0.09  0.3145
H  -2.86  -0.52  1.84  0.3320
H  -1.30  -2.22  0.45  0.3463
H  0.09  -0.86  1.07  0.3414
H  2.56  -0.10  -0.36  0.2769
H  3.19  0.76  -1.75  0.3345
H  2.45  -0.75  -2.04  0.2773
H  0.37  0.12  -0.89  -0.3146
H  0.70  0.74  -2.59  0.1987

Computed properties:
HOMO = -2.74 eV
Net charge = -1
Spin multiplicity = 1
HOMO-LUMO gap = 6.521 eV

Which structure loses on stability? ii does.

## i
Density functional theory data (ωB97M-V/def2-TZVPD) for 2 unconnected molecules or ions with the total composition C8H14.

Each line ends with the Mulliken charge.
Atoms and positions in Å:
C  0.50  -0.65  2.35  -1.5377
C  0.56  -0.05  0.94  0.0569
C  1.91  -0.04  0.26  0.8294
C  3.06  -0.07  0.96  -1.0217
C  1.86  0.07  -1.15  -1.1918
C  -1.20  0.57  -1.70  -0.9033
C  -2.14  -0.12  -1.10  0.2671
C  -3.59  0.22  -1.18  -0.9916
H  1.00  -1.62  2.25  0.3602
H  -0.53  -0.80  2.68  0.4043
H  1.17  -0.07  2.98  0.3085
H  -0.04  -0.69  0.30  0.2137
H  0.09  0.93  0.87  0.2924
H  4.00  -0.35  0.50  0.3074
H  3.11  -0.36  2.01  0.2598
H  2.73  0.41  -1.70  0.2969
H  1.00  -0.31  -1.67  0.4405
H  -1.05  0.76  -2.77  0.3539
H  -0.52  1.29  -1.20  0.3592
H  -4.16  -0.01  -0.28  0.3205
H  -4.06  -0.39  -1.97  0.2746
H  -3.72  1.28  -1.38  0.3008

Computed properties:
HOMO = -5.76 eV
Spin multiplicity = 1
HOMO-LUMO gap = 3.868 eV

## ii
Density functional theory data (ωB97M-V/def2-TZVPD) for a single C8H14 molecule.

Each line ends with the Mulliken charge.
Atoms and positions in Å:
C  -2.18  -2.40  0.14  -0.9061
C  -1.70  -1.20  -0.10  -0.1659
C  -1.13  -0.41  0.95  0.6446
C  -1.40  -0.45  2.28  -1.0347
C  -0.26  0.73  0.38  -1.1415
C  1.14  0.36  -0.22  -0.5610
C  1.77  1.58  -1.00  -0.3543
C  2.94  1.35  -1.90  -1.0670
H  -2.78  -2.90  -0.65  0.2179
H  -2.23  -2.99  1.01  0.3340
H  -1.67  -0.68  -1.04  0.3099
H  -0.97  0.16  3.02  0.3522
H  -2.16  -1.20  2.44  0.2475
H  -0.75  1.29  -0.47  0.4213
H  -0.08  1.41  1.14  0.4717
H  1.15  -0.44  -0.89  0.5763
H  1.89  0.13  0.60  0.1988
H  2.07  2.24  -0.22  0.2652
H  0.86  2.01  -1.50  0.2873
H  2.69  1.81  -2.87  0.2941
H  3.95  1.57  -1.54  0.3203
H  2.94  0.28  -2.23  0.2893

Computed properties:
HOMO = -8.75 eV
Spin multiplicity = 1
HOMO-LUMO gap = 9.595 eV
Structure (SMILES) = C=CC(=C)CCCC

Which structure loses on stability? i does.

## i
Density functional theory data (ωB97M-V/def2-TZVPD) for 5 unconnected molecules or ions with the total composition C3H16O4S.

Each line ends with the Mulliken charge.
Atoms and positions in Å:
C  2.30  0.07  0.13  -1.2823
C  1.02  0.05  -0.73  0.4404
C  1.15  -0.78  -1.98  -1.1950
S  -0.44  -0.85  -2.91  -0.1765
H  2.43  0.72  1.02  0.3543
H  2.39  -0.93  0.58  0.3157
H  3.16  0.37  -0.47  0.3335
H  0.83  1.08  -1.04  0.2309
H  0.09  -0.18  -0.23  0.1034
H  1.80  -0.37  -2.73  0.4838
H  1.39  -1.82  -1.71  0.3786
H  -0.07  0.12  -3.67  0.1143
O  -1.04  -2.58  0.04  -0.6871
H  -1.94  -2.45  -0.30  0.3772
H  -0.59  -2.33  -0.79  0.2014
O  -2.20  1.48  1.20  -0.7252
H  -2.96  1.40  0.62  0.3006
H  -2.03  0.52  1.45  0.3584
O  -0.27  3.12  2.13  -0.6629
H  -0.22  3.63  1.31  0.2882
H  -1.02  2.52  1.91  0.4235
O  -1.67  -0.88  2.19  -0.7299
H  -1.24  -1.52  1.56  0.4006
H  -0.88  -0.38  2.45  0.3542

Computed properties:
HOMO = -9.71 eV
Spin multiplicity = 1
HOMO-LUMO gap = 9.987 eV
Structure (SMILES) = CCCS.O.O.O.O

## ii
Density functional theory data (ωB97M-V/def2-TZVPD) for 5 unconnected molecules or ions with the total composition C3H16O4S.

Each line ends with the Mulliken charge.
Atoms and positions in Å:
C  0.96  1.21  -2.52  -1.0900
C  0.66  0.10  -1.56  -0.4599
S  -1.26  0.20  -0.84  -0.2474
C  -0.88  2.21  -0.29  -0.8204
H  1.96  0.88  -2.86  0.3603
H  0.39  1.49  -3.40  0.2877
H  1.19  2.10  -1.93  0.3224
H  0.76  -0.90  -1.94  0.4385
H  1.22  0.21  -0.63  0.3742
H  -1.70  2.37  0.39  0.3854
H  -0.91  2.78  -1.22  0.2803
H  0.08  1.97  0.14  0.2748
O  0.32  0.06  2.43  -0.6981
H  -0.67  -0.07  2.25  0.4740
H  0.49  0.76  3.06  0.2482
O  -1.98  -0.77  1.88  -0.7634
H  -2.04  -0.42  0.96  0.2192
H  -1.80  -1.72  1.76  0.4102
O  1.71  -1.66  1.06  -0.6670
H  2.34  -2.21  1.53  0.2702
H  1.24  -1.07  1.69  0.4512
O  -0.84  -2.88  0.08  -0.6746
H  -1.31  -2.09  -0.23  0.2341
H  0.06  -2.53  0.19  0.3901

Computed properties:
HOMO = -9.15 eV
Spin multiplicity = 1
HOMO-LUMO gap = 9.530 eV
Structure (SMILES) = CCSC.O.O.O.O

Which structure loses on stability? ii does.

## i
Density functional theory data (ωB97M-V/def2-TZVPD) for a single CH2N2O molecule.

Each line ends with the Mulliken charge.
Atoms and positions in Å:
H  -0.57  -2.11  0.29  0.2540
N  0.10  -1.35  0.26  -0.3736
N  -0.36  -0.24  0.21  0.0541
C  0.24  0.85  -0.10  0.2147
O  0.45  1.15  -1.23  -0.4446
H  0.15  1.69  0.56  0.2953

Computed properties:
HOMO = -9.79 eV
Spin multiplicity = 1
HOMO-LUMO gap = 9.585 eV
Structure (SMILES) = [H]/N=N/C=O

## ii
Density functional theory data (ωB97M-V/def2-TZVPD) for a molecular structure, CH2N2O.

Each line ends with the Mulliken charge.
Atoms and positions in Å:
C  0.63  0.21  -0.54  0.1865
N  -0.23  -0.75  -0.61  -0.4702
N  -0.58  -0.47  0.71  -0.0249
O  0.31  0.65  0.71  -0.2780
H  1.41  0.59  -1.17  0.3435
H  -1.54  -0.22  0.90  0.2430

Computed properties:
HOMO = -10.13 eV
Spin multiplicity = 1
HOMO-LUMO gap = 11.210 eV

## iii
Density functional theory data (ωB97M-V/def2-TZVPD) for 2 unconnected molecules or ions with the total composition CH2N2O.

Each line ends with the Mulliken charge.
Atoms and positions in Å:
C  0.73  0.48  0.38  0.1021
N  -0.85  -0.93  -1.05  -0.2039
N  -0.39  0.14  -1.24  -0.1128
O  0.77  -0.54  0.98  -0.4063
H  1.22  1.43  0.52  0.3363
H  -0.57  -1.44  -0.17  0.2845

Computed properties:
HOMO = -8.38 eV
Spin multiplicity = 1
HOMO-LUMO gap = 8.700 eV

Which structure loses on stability? ii does.

## i
Density functional theory data (ωB97M-V/def2-TZVPD) for 2 unconnected molecules or ions with the total composition C3H11N3.

Each line ends with the Mulliken charge.
Atoms and positions in Å:
N  1.78  -1.47  -0.24  -0.3777
C  1.62  -0.14  0.07  -0.2957
N  1.14  0.68  -0.78  -0.2859
N  1.15  2.03  -0.47  -0.5292
H  2.69  -1.89  -0.10  0.2157
H  1.42  -1.76  -1.14  0.2474
H  2.01  0.16  1.05  0.4372
H  0.41  2.49  -0.98  0.2718
H  1.07  2.23  0.52  0.2321
C  -1.50  -0.70  0.87  -0.6713
C  -1.86  0.11  -0.35  -0.7272
H  -1.36  -1.75  0.63  0.2509
H  -2.27  -0.63  1.64  0.3376
H  -0.51  -0.35  1.25  0.1151
H  -0.93  0.21  -0.98  0.2477
H  -2.69  -0.35  -0.90  0.3156
H  -2.16  1.12  -0.08  0.2158

Computed properties:
HOMO = -8.10 eV
Spin multiplicity = 1
HOMO-LUMO gap = 9.277 eV
Structure (SMILES) = N/C=N/N.CC

## ii
Density functional theory data (ωB97M-V/def2-TZVPD) for a molecular structure, C3H11N3.

Each line ends with the Mulliken charge.
Atoms and positions in Å:
C  0.08  0.46  0.41  -0.0361
C  2.81  -0.24  -0.47  -0.7286
C  -2.81  0.21  0.31  -0.7644
N  0.02  -0.44  -0.61  -0.3326
N  1.71  -0.60  0.39  -0.4454
N  -1.62  0.83  -0.23  -0.4820
H  -0.47  -1.27  -0.28  0.2599
H  1.74  -1.57  0.70  0.1986
H  -1.71  1.18  -1.18  0.2066
H  0.54  1.42  0.22  0.2775
H  -0.20  0.24  1.44  0.2338
H  2.95  -0.92  -1.31  0.2582
H  3.75  -0.18  0.09  0.2950
H  2.62  0.76  -0.89  0.2555
H  -3.55  0.96  0.61  0.2826
H  -3.31  -0.48  -0.39  0.2553
H  -2.55  -0.36  1.21  0.2661

Computed properties:
HOMO (spin up / spin down) = -7.20 / -7.20 eV
Spin multiplicity = 1
HOMO-LUMO gap (spin up / spin down) = 8.067 / 8.069 eV

## iii
Density functional theory data (ωB97M-V/def2-TZVPD) for 2 unconnected molecules or ions with the total composition C3H11N3.

Each line ends with the Mulliken charge.
Atoms and positions in Å:
C  -1.70  -3.66  -0.18  -0.7148
C  -1.05  -4.08  0.95  0.0772
N  -0.77  -3.35  2.05  -0.4607
H  -2.52  -2.87  -0.11  0.2328
H  -1.69  -4.42  -1.11  0.1909
H  -0.99  -5.21  1.17  0.2448
H  -0.95  -2.31  2.08  0.2117
H  0.00  -3.53  2.69  0.2183
N  0.50  4.55  -0.76  -0.5501
C  1.54  3.59  -1.20  -0.3574
N  1.20  2.13  -0.74  -0.6612
H  -0.30  4.03  -0.80  0.2220
H  0.73  4.79  0.17  0.2262
H  1.58  3.76  -2.28  0.2464
H  2.41  3.91  -0.62  0.3667
H  0.42  1.91  -1.44  0.2620
H  2.00  1.49  -1.01  0.2454

Computed properties:
HOMO = -7.86 eV
Spin multiplicity = 1
HOMO-LUMO gap = 8.824 eV
Structure (SMILES) = C=CN.NCN

Which structure loses on stability? ii does.